20
Properties=species:S:1:pos:R:3 method="wB97M-V/def2-TZVPD" total_energy_ha=-920.0188 max_force_ev_per_a=4.4 spin_multiplicity=1 gap_ev="9.24 / 9.24" relative_energy_kcal_mol=0.0
C -1.113 1.934 0.270
C -2.664 0.430 -0.811
C 2.822 -1.301 -0.125
C -1.193 -1.744 0.150
N 2.127 -2.136 -1.032
N -1.560 0.583 -0.107
N -0.861 -0.418 0.404
F 2.794 -0.062 -0.675
F 2.283 -1.296 1.121
F 4.038 -1.845 0.022
F -1.332 -2.204 -1.100
F -2.421 -2.109 0.685
F -0.356 -2.509 0.752
H -0.030 1.996 -0.193
H -1.845 2.584 -0.210
H -1.020 2.038 1.301
H -2.874 -0.545 -1.151
H -3.183 1.431 -0.959
H 1.276 -1.798 -1.263
H 2.288 -3.116 -0.814